{
  "formula": "C18H18FN3O2",
  "method": "ωB97M-V with the def2-TZVPD basis set",
  "charge": 0,
  "gap_ev": 9.564,
  "de_lowest_ev": 0.000,
  "symbols": ["H", "C", "H", "O", "H", "H", "H", "N", "H", "C", "H", "N", "H", "C", "C", "H", "H", "C", "C", "H", "H", "H", "C", "C", "C", "H", "O", "F", "C", "H", "C", "H", "C", "H", "C", "C", "C", "N", "C", "H", "C", "C"],
  "xyz": [[3.84, -0.02, -1.46], [0.42, -2.58, 0.74], [4.25, -2.49, -1.36], [3.98, 2.38, -1.04], [-3.41, -2.23, 0.43], [-2.20, -3.86, -0.97], [0.96, 0.59, 0.52], [1.09, 1.58, 0.62], [0.28, -1.04, 2.22], [-3.61, 0.67, -0.74], [2.21, -3.76, 0.74], [2.69, -0.62, 0.15], [2.45, 3.11, 0.90], [-1.24, 0.79, -0.91], [-2.43, 0.24, -1.32], [0.23, -4.09, -0.77], [-2.40, 3.00, 1.37], [1.92, -2.72, 0.88], [2.45, 2.02, 0.82], [-0.32, 0.47, -1.37], [2.82, -3.51, -1.47], [-2.47, -0.52, -2.09], [-1.22, 1.78, 0.08], [-1.66, -3.23, -0.27], [-0.29, -3.36, -0.16], [2.84, -1.94, -2.27], [0.13, 3.63, 0.70], [-4.77, 0.12, -1.13], [-2.34, -2.32, 0.51], [2.87, 1.57, 1.73], [-1.64, -1.52, 1.40], [2.21, -2.39, 1.88], [2.62, -1.85, -0.13], [-2.16, -0.80, 2.01], [-3.62, 1.65, 0.24], [0.05, 2.44, 0.49], [3.16, -2.49, -1.38], [3.30, 0.28, -0.65], [-0.27, -1.65, 1.51], [-4.56, 1.97, 0.67], [3.32, 1.62, -0.37], [-2.42, 2.21, 0.63]]
}

{
  "formula": "C18H18MnN3O5",
  "method": "ωB97M-V with the def2-TZVPD basis set",
  "charge": -1,
  "multiplicity": 2,
  "gap_ev": [7.306, 7.340],
  "de_lowest_ev": 0.703,
  "symbols": ["H", "H", "C", "H", "H", "C", "O", "H", "C", "O", "H", "O", "N", "N", "C", "N", "H", "H", "C", "C", "H", "C", "Mn", "C", "C", "C", "C", "H", "H", "H", "O", "C", "C", "C", "O", "C", "H", "H", "C", "H", "C", "H", "H", "C", "H"],
  "xyz": [[0.65, 0.18, -2.59], [5.91, -2.49, -1.85], [-2.48, 2.42, 1.82], [-3.66, 3.18, 3.40], [-1.34, 0.55, -4.03], [4.04, -2.16, -0.84], [1.59, -0.87, -0.45], [2.63, -4.22, 1.42], [-1.52, 1.49, 1.40], [-2.03, -1.28, -0.55], [-2.71, 1.63, 5.11], [-3.97, -1.73, -1.55], [-0.01, -1.47, 1.49], [-0.26, 0.39, -2.20], [4.51, -4.58, 0.42], [1.18, -2.20, 1.39], [-0.95, 0.01, 4.42], [6.33, -4.66, -0.73], [3.36, -3.86, 0.71], [-1.34, -0.04, -3.11], [-3.50, 0.06, -3.16], [-2.94, -1.08, -1.43], [-0.33, -0.34, -0.29], [1.90, -1.84, 0.38], [5.19, -2.88, -1.13], [-2.18, 4.18, 0.30], [-2.90, 2.46, 3.14], [3.84, -1.21, -1.32], [-1.15, -1.08, -3.39], [-1.41, 3.65, -0.26], [-3.08, 3.27, 0.91], [-1.39, 0.69, 3.70], [5.43, -4.09, -0.50], [0.14, -0.26, 1.95], [-1.13, 1.38, 0.14], [-2.70, 0.07, -2.42], [4.69, -5.53, 0.90], [-2.74, 1.02, -1.87], [-2.36, 1.59, 4.09], [-0.33, 1.39, -2.05], [-0.97, 0.63, 2.37], [-1.71, 4.82, 1.05], [-2.77, 4.80, -0.38], [3.12, -2.64, 0.08], [1.16, 0.07, 2.17]]
}

{
  "formula": "C18H18MoN3O6S2",
  "method": "ωB97M-V with the def2-TZVPD basis set",
  "charge": 3,
  "gap_ev": 5.617,
  "symbols": ["H", "H", "C", "C", "H", "C", "H", "H", "C", "H", "H", "S", "C", "C", "N", "C", "N", "C", "C", "H", "H", "H", "O", "H", "H", "C", "C", "O", "C", "O", "C", "H", "C", "N", "H", "O", "H", "O", "Mo", "O", "H", "H", "S", "C", "H", "C", "C", "C"],
  "xyz": [[3.44, 3.63, -2.93], [-3.15, -3.05, 3.63], [-0.73, -0.79, 4.20], [-0.23, -2.08, -0.69], [2.61, 6.03, -3.52], [1.94, 5.98, -2.71], [-1.67, -3.61, 0.02], [-3.34, -1.81, 1.52], [-1.71, -1.77, 4.54], [2.59, 1.36, -2.35], [2.25, -4.94, -0.98], [-1.65, 0.05, 0.48], [-1.77, -2.37, 5.89], [0.23, -4.37, -0.52], [0.77, 2.08, -1.76], [-1.66, -0.49, 2.05], [-0.80, -0.83, -0.62], [1.53, -4.18, -0.98], [-2.57, -2.15, 3.51], [-1.06, 2.74, -1.15], [2.96, -2.61, -1.54], [2.65, 6.18, -1.88], [1.01, -0.38, -3.16], [1.20, 6.72, -2.64], [-2.86, -2.38, 6.11], [0.17, 4.32, -2.06], [1.47, 4.60, -2.51], [2.00, 0.24, 0.14], [-0.17, 3.04, -1.67], [-1.37, -0.38, -3.58], [-2.60, -1.53, 2.26], [0.09, -0.54, 4.88], [1.90, -2.88, -1.28], [1.04, -1.85, -1.08], [0.05, 0.61, 2.72], [-0.53, 1.10, 0.43], [-0.60, 5.11, -2.05], [-2.86, 0.30, -0.17], [0.81, 0.25, -0.90], [0.30, -0.59, -5.48], [-1.38, -3.40, 5.85], [-0.06, -5.33, -0.15], [-0.08, -0.48, -4.16], [2.42, 3.48, -2.61], [-1.18, -1.83, 6.58], [2.04, 2.25, -2.25], [-0.73, -3.35, -0.44], [-0.73, -0.10, 3.00]]
}

{
  "formula": "C18H18N2",
  "method": "ωB97M-V with the def2-TZVPD basis set",
  "charge": 1,
  "multiplicity": 2,
  "gap_ev": [6.067, 2.825],
  "de_lowest_ev": 1.491,
  "symbols": ["C", "C", "H", "H", "H", "H", "H", "H", "C", "C", "H", "C", "C", "H", "H", "H", "H", "C", "H", "N", "H", "C", "C", "C", "H", "C", "C", "C", "H", "C", "C", "H", "C", "C", "H", "H", "N", "C"],
  "xyz": [[-2.13, 1.42, -0.33], [-3.18, 0.73, 0.31], [-1.19, -1.13, -2.04], [-0.69, 2.93, -0.30], [-1.11, -2.62, -3.93], [4.21, -2.50, 0.97], [-2.03, 4.19, 4.57], [-4.79, 1.10, 1.75], [-1.46, 2.45, 0.30], [-0.27, -2.51, -3.25], [-1.94, 1.34, -1.39], [-2.10, 3.64, 3.64], [-1.80, 2.80, 1.62], [-3.86, 2.69, 4.07], [-3.49, -0.21, -0.12], [4.14, -1.10, -0.02], [1.03, 3.57, 2.60], [1.81, -2.68, -1.44], [0.90, -3.89, -4.49], [3.09, -4.05, -2.75], [0.76, -1.12, -0.35], [1.88, -3.43, -2.68], [3.06, -2.73, -0.86], [3.81, -3.66, -1.64], [4.81, -3.99, -1.43], [-1.15, 3.53, 2.68], [-2.99, 2.21, 2.13], [-3.76, 1.24, 1.46], [0.23, 5.10, 2.98], [3.53, -1.95, 0.31], [-0.30, -1.74, -2.05], [0.32, 4.55, 1.36], [0.79, -3.34, -3.57], [0.73, -1.80, -1.20], [2.68, -1.65, 0.91], [3.52, -4.48, -3.53], [-3.23, 2.89, 3.31], [0.16, 4.19, 2.38]]
}

Summary of energy in Eh
-1111.3461 -2388.2558 -2175.8497 -805.9139
(order as listed above)
Summary of largest force on an atom in eV/Å
1.35 0.75 3.06 3.68
(order as listed above)